Model i:
The following is a DFT calculation (the ωB97M-V functional and the def2-TZVPD basis) of C4H6N4 in the gas phase.

Last column: Mulliken charge in e.
CARTESIAN COORDINATES (ANGSTROEM)
N: -2.373 -0.894 0.009  -0.71
N: 3.143 -0.326 -0.025  -0.39
N: -0.300 0.240 -0.058  -0.10
N: 0.184 -2.041 -0.041  -0.73
C: 0.554 -0.812 -0.042  0.98
C: 1.987 -0.407 0.019  -0.09
C: 0.252 1.548 0.013  -1.06
C: -1.692 0.164 -0.016  0.14
H: -1.747 -1.726 0.050  0.40
H: 1.014 1.737 -0.764  0.35
H: 0.971 -2.679 0.128  0.26
H: 0.738 1.749 0.966  0.36
H: -2.214 1.122 -0.070  0.29
H: -0.517 2.326 -0.168  0.30

Output
- SMILES = [H]/N=C\N(C)/C(C#N)=N/[H]
- LUMO energy (eV) = 0.01
- orbital gap (eV) = 9.8

Model ii:
The following is a DFT calculation (the ωB97M-V functional and the def2-TZVPD basis) of C4H6N4 in the gas phase.

Last column: Mulliken charge in e.
CARTESIAN COORDINATES (ANGSTROEM)
N: 2.388 -0.064 0.095  -0.62
N: 0.124 0.272 -0.284  0.08
N: -2.275 -0.458 0.069  -0.53
N: 0.786 -1.864 -0.114  -0.56
C: -1.104 -0.552 0.026  0.22
C: -0.475 -1.796 0.037  -0.09
C: -0.065 1.625 0.004  -0.89
C: 1.243 -0.540 -0.188  0.53
H: -0.222 1.753 1.286  0.24
H: 0.828 2.333 -0.031  0.34
H: -0.887 -2.778 0.201  0.45
H: -2.554 0.565 -0.597  0.30
H: -0.859 2.251 -0.620  0.27
H: 3.071 -0.746 0.116  0.26

Output
- SMILES = [H]/N=C1C=N/C(=N\[H])N/1C
- LUMO energy (eV) = -0.53
- orbital gap (eV) = 8.8

If we sort the structures by their calculated energies, the order from most to least stable is model i, model ii.

Model i:
The following is a DFT calculation (the ωB97M-V functional and the def2-TZVPD basis) of C4H6N4 in the gas phase.

Last column: Mulliken charge in e.
CARTESIAN COORDINATES (ANGSTROEM)
N: -0.242 -0.074 0.288  0.79
N: -0.839 -1.262 0.104  -0.84
N: 3.395 -0.199 -0.037  -0.62
N: 1.097 -0.030 0.774  -0.51
C: -2.331 0.494 -0.129  -0.62
C: 2.141 -0.053 -0.248  0.06
C: -2.124 -0.891 -0.141  -0.15
C: -1.059 0.986 0.130  -0.13
H: -0.878 2.070 0.155  0.35
H: -2.790 -1.755 -0.108  0.41
H: -3.247 1.017 -0.164  0.38
H: 1.813 0.136 -1.248  0.31
H: 1.289 -0.461 1.626  0.28
H: 3.776 0.022 -1.002  0.28

Output
- SMILES = [H]/N=C/Nn1cccn1
- LUMO energy (eV) = 0.96
- orbital gap (eV) = 10.7

Model ii:
The following is a DFT calculation (the ωB97M-V functional and the def2-TZVPD basis) of C4H6N4 in the gas phase.

Last column: Mulliken charge in e.
CARTESIAN COORDINATES (ANGSTROEM)
N: -0.783 1.532 0.945  -0.62
N: -0.667 -1.147 -1.434  -0.93
N: -2.130 1.365 -1.038  -0.61
N: -0.394 -0.244 -0.396  0.26
C: 0.506 -0.109 0.553  1.04
C: 1.714 -0.668 0.828  -1.06
C: -1.325 0.850 -0.219  0.39
C: 0.265 1.057 1.319  -0.11
H: -0.580 -1.898 -0.788  0.30
H: 2.177 -1.686 0.455  0.20
H: 2.335 -0.351 1.678  0.24
H: 0.233 -1.114 -1.922  0.27
H: -2.346 0.905 -1.984  0.28
H: 0.995 1.507 2.004  0.36

Output
- SMILES = [H]/N=C1/N=CC(=C)N1N
- LUMO energy (eV) = 0.25
- orbital gap (eV) = 8.8

If we sort the structures by their calculated energies, the order from most to least stable is model i, model ii.